Molecular formula: C7H12BN
Method: DFT, ωB97M-V/def2-TZVPD

Calculated values
- Relative energy (zero: lowest compared OMol25 entry of this formula, charge and spin): 106.9 kcal per mole
- Net charge: 0
- LUMO level: 0.66 eV
- SMILES: CCB1C[C@H]1[C@H]1N=C1C
- Multiplicity: 1

Last column: Mulliken charge in e.
Cartesian coordinates (Å):
1 C -2.773 -0.014 1.470  -0.924
2 C -2.716 0.380 0.038  -0.618
3 B -1.332 0.197 -0.570  0.251
4 C -0.159 0.409 -1.598  -0.853
5 C -0.007 -0.593 -0.413  -0.092
6 C 1.071 -0.594 0.613  0.126
7 N 2.143 -1.638 0.518  -0.694
8 C 2.445 -0.486 0.156  0.241
9 C 3.563 0.274 -0.398  -1.052
10 H -1.747 0.212 2.002  0.174
11 H -3.652 0.441 1.833  0.397
12 H -2.862 -1.124 1.562  0.248
13 H -3.482 0.012 -0.431  0.514
14 H -2.878 1.509 0.103  0.250
15 H -0.211 0.328 -2.688  0.280
16 H 0.462 1.308 -1.338  0.209
17 H -0.204 -1.661 -0.730  0.218
18 H 0.865 -0.212 1.604  0.400
19 H 3.328 1.304 -0.236  0.303
20 H 3.676 0.066 -1.537  0.248
21 H 4.470 -0.119 0.040  0.375

Molecular formula: C7H12BN3O2S
Method: DFT, ωB97M-V/def2-TZVPD

Calculated values
- Net charge: 0
- LUMO level: -0.03 eV
- SMILES: CCSC[C@@H](C#N)[C@](N)(C#N)B(O)O
- Multiplicity: 1

Last column: Mulliken charge in e.
Cartesian coordinates (Å):
1 C 2.094 -2.068 1.040  -1.036
2 C 0.531 -2.058 1.284  -0.231
3 S -0.276 -2.035 -0.364  -0.248
4 C -1.768 -0.972 -0.320  -0.888
5 C -1.571 0.510 0.144  0.294
6 C -1.655 0.606 1.665  -0.268
7 N -1.758 0.739 2.773  -0.455
8 C -0.323 1.257 -0.417  0.063
9 N 0.938 0.901 0.276  -0.246
10 C -0.549 2.760 -0.067  0.018
11 N -0.623 3.851 0.181  -0.520
12 B -0.136 1.206 -2.027  0.507
13 O 0.383 2.366 -2.645  -0.474
14 O -0.401 0.118 -2.846  -0.580
15 H 2.572 -2.968 1.472  0.330
16 H 2.295 -2.115 -0.052  0.242
17 H 2.578 -1.165 1.460  0.237
18 H 0.274 -3.024 1.764  0.513
19 H 0.294 -1.195 1.924  0.128
20 H -2.517 -1.490 0.314  0.556
21 H -2.154 -0.944 -1.358  0.335
22 H -2.462 1.072 -0.216  0.515
23 H 0.875 1.190 1.257  0.308
24 H 1.694 1.479 -0.096  0.262
25 H 1.286 2.440 -2.288  0.317
26 H 0.378 -0.462 -2.861  0.320

Molecular formula: C7H12Br2N4O
Method: DFT, ωB97M-V/def2-TZVPD

Calculated values
- Relative energy (zero: lowest compared OMol25 entry of this formula, charge and spin): 29.3 kcal per mole
- Net charge: +2
- LUMO level: -8.79 eV
- SMILES: BrC1=[NH+]C=N[C@@](Br)([NH+]2CCOCC2)N1
- Multiplicity: 1

Last column: Mulliken charge in e.
Cartesian coordinates (Å):
1 Br -2.000 4.183 -2.516  0.104
2 C -1.410 3.225 -1.069  0.350
3 N -1.898 3.469 0.157  -0.041
4 C -1.831 2.444 1.165  -0.302
5 N -1.012 1.514 1.121  -0.186
6 C -0.127 1.520 0.065  -0.170
7 Br 1.548 2.988 0.555  -0.024
8 N 0.496 0.210 -0.225  -0.007
9 C -0.545 -0.810 -0.724  -0.518
10 C 0.179 -2.178 -0.939  -0.418
11 O 0.660 -2.598 0.397  -0.352
12 C 1.646 -1.778 0.804  -0.671
13 C 1.157 -0.337 1.008  -0.545
14 N -0.625 2.121 -1.135  -0.078
15 H -2.660 4.049 0.216  0.305
16 H -2.545 2.494 1.925  0.496
17 H 1.397 0.309 -0.720  0.552
18 H -0.778 -0.359 -1.678  0.384
19 H -1.454 -0.868 -0.253  0.398
20 H -0.627 -2.928 -1.229  0.343
21 H 1.129 -2.115 -1.659  0.331
22 H 2.468 -1.673 0.105  0.401
23 H 2.142 -2.267 1.698  0.408
24 H 0.380 -0.295 1.747  0.452
25 H 1.864 0.420 1.368  0.457
26 H -0.240 2.065 -2.134  0.329

Molecular formula: C7H12CaFN2O7S2
Method: DFT, ωB97M-V/def2-TZVPD

Calculated values
- Net charge: +1
- LUMO level: -8.25 eV
- Multiplicity: 1

Last column: Mulliken charge in e.
Cartesian coordinates (Å):
1 C 3.470 -0.938 1.093  -0.947
2 O 2.228 -0.715 0.416  -0.215
3 C 2.326 0.109 -0.677  -0.175
4 C 0.969 0.335 -1.307  -0.679
5 C 0.376 1.666 -0.943  -1.659
6 C 0.219 1.815 0.567  -0.847
7 S -1.469 1.596 1.154  1.344
8 O -1.503 0.271 1.737  -0.645
9 O -1.662 2.627 2.119  -0.729
10 N -2.498 1.810 -0.060  -0.612
11 S -2.738 0.431 -0.827  1.262
12 O -3.686 0.648 -1.872  -0.804
13 O -1.531 -0.232 -1.322  -0.790
14 C -3.529 -0.800 0.299  0.363
15 O -4.378 -0.533 1.085  -0.417
16 N -2.995 -2.149 0.143  -0.272
17 C -1.937 -2.383 1.038  0.605
18 O -2.054 -2.630 2.194  -0.433
19 F -0.699 -2.369 0.479  -0.211
20 H 3.706 -2.000 1.067  0.308
21 H 3.349 -0.675 2.133  0.269
22 H 4.302 -0.380 0.669  0.492
23 H 2.816 1.046 -0.425  0.586
24 H 2.994 -0.423 -1.415  -0.113
25 H 0.347 -0.502 -0.995  0.811
26 H 1.113 0.249 -2.402  0.496
27 H 1.063 2.442 -1.275  0.520
28 H -0.554 1.854 -1.452  0.667
29 H 0.587 2.773 0.897  0.452
30 H 0.795 1.084 1.116  0.258
31 H -2.603 -2.254 -0.790  0.321
32 Ca 3.175 -1.771 -2.443  1.793

Molecular formula: C7H12ClN2
Method: DFT, ωB97M-V/def2-TZVPD

Calculated values
- Relative energy (zero: lowest compared OMol25 entry of this formula, charge and spin): 41.8 kcal per mole
- Net charge: +1
- LUMO level (alpha / beta): -4.94 / -4.94 eV
- SMILES: CC/C=[NH+]/C(C)=N\C=C/Cl
- Multiplicity: 1

Last column: Mulliken charge in e.
Cartesian coordinates (Å):
1 C 1.329 2.748 -0.316  -1.314
2 C 1.810 1.345 -0.789  -0.424
3 C 1.006 0.211 -0.493  0.015
4 N -0.260 0.364 -0.167  -0.035
5 C -1.316 -0.592 0.065  0.564
6 C -2.670 0.106 0.009  -1.382
7 N -1.232 -1.823 0.181  -0.271
8 C -0.551 -2.911 0.499  -0.202
9 C 0.512 -2.903 1.283  -0.279
10 Cl 1.244 -1.553 1.987  -0.110
11 H 0.764 2.518 0.637  0.361
12 H 0.635 3.311 -0.984  0.325
13 H 2.108 3.324 -0.110  0.408
14 H 2.835 1.159 -0.314  0.346
15 H 2.173 1.170 -1.793  0.405
16 H 1.343 -0.822 -0.785  0.416
17 H -0.608 1.320 -0.324  0.325
18 H -2.792 0.480 -1.069  0.343
19 H -2.912 0.948 0.599  0.439
20 H -3.475 -0.651 0.257  0.305
21 H -0.818 -3.879 0.156  0.364
22 H 0.874 -3.871 1.470  0.401

Molecular formula: C7H12ClOP
Method: DFT, ωB97M-V/def2-TZVPD

Calculated values
- Relative energy (zero: lowest compared OMol25 entry of this formula, charge and spin): 64.0 kcal per mole
- Net charge: 0
- LUMO level: 0.71 eV
- Multiplicity: 1

Last column: Mulliken charge in e.
Cartesian coordinates (Å):
1 C 1.637 1.120 -0.184  -0.504
2 C 1.205 0.026 0.410  0.728
3 C 0.714 2.255 -0.445  -0.627
4 C -0.786 2.000 -0.215  -0.411
5 C 2.165 -1.187 0.414  -1.155
6 C -1.460 -2.531 0.194  -1.800
7 C -1.182 -1.095 -0.311  0.119
8 O -1.254 2.965 0.658  -0.527
9 P -0.518 -0.024 0.971  -0.148
10 Cl -2.893 -0.497 -0.437  -0.227
11 H 2.757 1.121 -0.426  0.168
12 H 0.715 3.122 0.309  0.232
13 H 0.800 2.601 -1.392  0.376
14 H -1.364 1.726 -1.040  0.571
15 H 1.787 -1.760 -0.574  0.206
16 H 1.959 -1.719 1.348  0.352
17 H 3.267 -0.938 0.209  0.365
18 H -0.610 -3.102 0.198  0.459
19 H -2.221 -3.089 -0.210  0.453
20 H -1.605 -2.518 1.202  0.572
21 H -0.897 -1.206 -1.389  0.450
22 H -2.217 2.729 0.708  0.348

Molecular formula: C7H12F3O11SV
Method: DFT, ωB97M-V/def2-TZVPD

Calculated values
- Relative energy (zero: lowest compared OMol25 entry of this formula, charge and spin): 38.6 kcal per mole
- Net charge: -3
- LUMO level (alpha / beta): 7.03 / 6.90 eV
- Multiplicity: 4

Last column: Mulliken spin population.
Cartesian coordinates (Å):
1 V 0.399 0.118 -0.460  3.027
2 C -2.688 3.194 1.601  0.001
3 F -3.621 4.152 1.489  0.000
4 F -1.703 3.648 2.362  0.000
5 F -3.300 2.162 2.210  0.000
6 S -2.007 2.661 -0.127  0.015
7 O -1.205 1.492 0.210  0.005
8 O -3.212 2.448 -0.917  0.000
9 O -1.215 3.811 -0.526  0.001
10 C 2.596 1.705 -0.140  -0.014
11 O 2.404 0.726 0.715  0.021
12 O 3.703 2.302 -0.326  0.001
13 O 1.501 2.037 -0.726  -0.023
14 C -1.424 -0.831 -2.300  -0.005
15 O -1.156 -1.611 -1.290  0.007
16 O -0.622 0.161 -2.396  -0.014
17 O -2.387 -1.066 -3.112  0.004
18 C 3.187 -2.263 -2.740  -0.001
19 C 1.887 -2.600 -1.954  0.000
20 O 1.816 -1.736 -0.833  -0.005
21 H 2.966 -1.531 -3.513  0.002
22 H 3.577 -3.172 -3.220  -0.001
23 H 3.985 -1.885 -2.101  0.001
24 H 1.745 -3.652 -1.708  0.000
25 H 1.112 -2.334 -2.669  0.001
26 H 2.433 -2.086 -0.185  0.005
27 C -1.269 0.040 3.092  -0.002
28 C -1.210 -1.137 2.101  -0.003
29 O 0.056 -1.216 1.437  -0.068
30 H -0.432 -0.090 3.784  0.001
31 H -2.180 0.079 3.693  0.001
32 H -1.193 0.939 2.483  0.007
33 H -1.912 -1.071 1.270  0.005
34 H -1.348 -2.078 2.652  0.011
35 H 0.715 -1.316 2.140  0.022

Molecular formula: C7H12FN
Method: DFT, ωB97M-V/def2-TZVPD

Calculated values
- Relative energy (zero: lowest compared OMol25 entry of this formula, charge and spin): 70.3 kcal per mole
- Net charge: 0
- LUMO level: 0.84 eV
- SMILES: C=C=C(C)C.N/C=C/F
- Multiplicity: 1

Last column: Mulliken charge in e.
Cartesian coordinates (Å):
1 C 0.677 -2.188 0.753  -0.667
2 C -0.024 -1.193 0.238  0.055
3 C -1.061 -0.480 -0.212  0.550
4 C -1.413 -0.205 -1.629  -1.236
5 C -2.051 -0.005 0.901  -1.336
6 H 0.353 -3.249 0.699  0.242
7 H 1.817 -2.101 0.893  0.218
8 H -0.561 -0.324 -2.319  0.325
9 H -2.048 -1.032 -1.863  0.400
10 H -1.972 0.718 -1.734  0.347
11 H -2.333 0.978 0.491  0.332
12 H -1.446 0.101 1.733  0.403
13 H -2.814 -0.671 1.001  0.392
14 N 0.891 2.331 0.294  -0.580
15 C 1.881 1.326 0.388  0.139
16 C 2.069 0.268 -0.419  -0.394
17 F 3.155 -0.585 -0.101  -0.306
18 H 0.044 1.974 -0.272  0.238
19 H 0.536 2.618 1.224  0.313
20 H 2.408 1.431 1.421  0.212
21 H 1.893 0.284 -1.488  0.352

Molecular formula: C7H12N
Method: DFT, ωB97M-V/def2-TZVPD

Calculated values
- Relative energy (zero: lowest compared OMol25 entry of this formula, charge and spin): 107.4 kcal per mole
- Net charge: +1
- LUMO level: -5.66 eV
- Multiplicity: 1

Last column: Mulliken charge in e.
Cartesian coordinates (Å):
1 C 0.815 0.398 1.024  -0.792
2 C -0.627 -0.377 -0.784  -0.519
3 C -0.610 0.290 1.418  -0.377
4 C -1.441 -0.101 0.384  0.755
5 C -2.836 -0.536 0.484  -1.213
6 C 1.015 1.261 -1.208  -0.875
7 C 1.755 -1.078 -0.730  -0.920
8 N 0.852 0.048 -0.389  0.208
9 H 1.359 1.286 1.163  0.440
10 H -0.902 0.476 2.365  0.590
11 H 1.406 -0.312 1.484  0.448
12 H -2.838 -1.527 0.934  0.293
13 H -3.344 -0.537 -0.510  0.344
14 H -3.458 0.192 1.135  0.351
15 H 0.632 1.042 -2.261  0.373
16 H 0.261 2.052 -0.821  0.364
17 H 2.150 1.475 -1.129  0.368
18 H 1.456 -2.118 -0.319  0.311
19 H 1.686 -1.219 -1.858  0.346
20 H 2.668 -0.715 -0.383  0.506

Molecular formula: C7H12N2
Method: DFT, ωB97M-V/def2-TZVPD

Calculated values
- Relative energy (zero: lowest compared OMol25 entry of this formula, charge and spin): 40.2 kcal per mole
- Net charge: 0
- LUMO level: 0.86 eV
- SMILES: [H]/N=C(\C)[C@]1(CC)C/C1=N\[H]
- Multiplicity: 1

Last column: Mulliken charge in e.
Cartesian coordinates (Å):
1 H -1.210 0.412 2.729  0.255
2 N -1.174 0.342 1.715  -0.630
3 C -0.019 0.406 1.219  0.278
4 C 1.271 0.594 1.973  -1.276
5 C 0.135 0.253 -0.264  1.120
6 C 0.284 -1.246 -0.697  -0.609
7 C -1.046 -1.979 -0.637  -1.148
8 C 0.858 1.333 -1.044  -0.844
9 C -0.653 1.046 -1.194  -0.043
10 N -1.735 1.246 -1.753  -0.643
11 H -1.740 1.885 -2.551  0.264
12 H 1.862 1.408 1.552  0.301
13 H 1.870 -0.315 1.898  0.282
14 H 1.073 0.802 3.024  0.423
15 H 0.699 -1.284 -1.706  0.317
16 H 1.003 -1.706 -0.015  0.284
17 H -1.502 -1.843 0.339  0.326
18 H -1.730 -1.590 -1.386  0.310
19 H -0.896 -3.043 -0.808  0.385
20 H 1.170 2.221 -0.512  0.354
21 H 1.484 1.059 -1.882  0.294

How do the records compare in maximum force? In the order shown, they have 6.4; 5.4; 5.4; 2.6; 5.6; 5.3; 2.5; 5.0; 4.2; 2.7 eV/Å.
How do the records compare in molar mass? In the order shown, they have 120.992; 213.071; 328.008; 359.390; 159.640; 178.599; 412.167; 129.178; 110.180; 124.187 g mol⁻¹.